(1)
The following is a DFT calculation (wB97M-V/def2-TZVPD) of one molecule with the formula C6H15N.

Each line ends with the Mulliken charge.
Geometry (Å):
C (-1.044, -1.382, -0.332)  -1.535
C (-0.197, -0.729, 0.758)  1.087
C (0.420, -1.823, 1.641)  -1.620
C (0.930, 0.183, 0.228)  -1.022
C (0.561, 1.400, -0.645)  0.326
C (-0.694, 2.139, -0.191)  -1.416
N (0.447, 1.056, -2.062)  -0.698
H (-1.646, -0.645, -0.869)  0.305
H (-1.748, -2.100, 0.105)  0.419
H (-0.422, -1.917, -1.056)  0.314
H (-0.862, -0.135, 1.398)  0.150
H (0.946, -1.383, 2.495)  0.394
H (1.137, -2.429, 1.077)  0.353
H (-0.351, -2.492, 2.036)  0.399
H (1.669, -0.430, -0.307)  0.314
H (1.469, 0.574, 1.103)  0.329
H (1.397, 2.107, -0.570)  0.355
H (-0.787, 3.097, -0.715)  0.382
H (-0.656, 2.352, 0.882)  0.335
H (-1.609, 1.572, -0.391)  0.260
H (-0.275, 0.352, -2.203)  0.281
H (1.318, 0.634, -2.381)  0.287

Cartesian forces (eV/Å) of the 2 atoms listed first:
C -0.184 0.092 -0.043
C 0.291 -0.161 -0.004

As for the SMILES: CC(C)C[C@H](C)N. Its total charge is 0. For the energy relative to the best compared isomer or geometry (same formula, charge and spin), the calculation gives 0.156 eV. As for the strongest force on any atom: 0.6 eV/A. The value obtained for the gap between HOMO and LUMO is 10.16 eV.


(2)
The following is a DFT calculation (wB97M-V/def2-TZVPD) of one molecule with the formula C6H15N.

Each line ends with the Mulliken charge.
Geometry (Å):
C (2.005, -0.852, 0.404)  -1.474
C (1.002, -0.353, -0.585)  0.708
C (1.184, -0.710, -2.096)  -1.307
C (-0.444, -0.441, -0.127)  -1.028
C (-0.878, 0.696, 0.934)  0.482
C (-1.755, 1.637, 0.165)  -1.494
N (-1.702, 0.035, 1.977)  -0.640
H (2.009, -0.264, 1.365)  0.296
H (1.995, -1.858, 0.830)  0.361
H (3.042, -0.743, 0.047)  0.365
H (1.181, 0.757, -0.615)  0.067
H (0.628, -1.558, -2.496)  0.336
H (0.682, 0.226, -2.583)  0.307
H (2.242, -0.556, -2.403)  0.319
H (-1.235, -0.422, -0.894)  0.415
H (-0.505, -1.353, 0.445)  0.344
H (0.113, 1.163, 1.043)  0.378
H (-2.310, 2.282, 0.827)  0.421
H (-1.249, 2.151, -0.642)  0.317
H (-2.705, 1.111, -0.173)  0.316
H (-1.326, -0.042, 2.925)  0.224
H (-1.973, -0.907, 1.651)  0.287

Cartesian forces (eV/Å) of the 2 atoms listed first:
C 1.630 0.067 1.951
C -0.419 1.748 -1.433

As for the SMILES: CC(C)C[C@@H](C)N. Its total charge is 0. For the energy relative to the best compared isomer or geometry (same formula, charge and spin), the calculation gives 1.774 eV. As for the strongest force on any atom: 3.1 eV/A. The value obtained for the gap between HOMO and LUMO is 10.08 eV.


(3)
The following is a DFT calculation (wB97M-V/def2-TZVPD) of a 2-piece molecular cluster, C6H15N overall.

Each line ends with the Mulliken charge.
Geometry (Å):
C (-1.634, 0.209, 1.057)  -0.657
N (-1.245, -0.150, -0.309)  -0.496
C (-0.275, -1.088, -0.453)  -0.005
C (0.164, -1.334, -1.910)  -0.455
C (1.667, -1.291, -2.194)  -1.110
C (-0.532, 0.838, 1.925)  -0.441
C (-0.096, 2.256, 1.558)  -1.102
H (-2.405, 0.978, 0.950)  0.346
H (-2.106, -0.598, 1.633)  0.341
H (1.511, -0.210, 0.195)  0.140
H (-0.353, -2.014, 0.124)  0.370
H (0.213, 0.040, -0.165)  -0.151
H (-0.380, -0.583, -2.479)  0.275
H (-0.237, -2.326, -2.135)  0.331
H (2.073, -0.457, -1.621)  0.384
H (2.250, -2.194, -2.050)  0.286
H (1.778, -0.895, -3.208)  0.327
H (0.323, 0.166, 1.857)  0.244
H (-0.913, 0.850, 2.946)  0.412
H (-0.259, 2.403, 0.486)  0.313
H (0.991, 2.355, 1.634)  0.297
H (-0.534, 3.047, 2.161)  0.351

Cartesian forces (eV/Å) of the 2 atoms listed first:
C -0.967 0.602 0.092
N 1.184 0.146 0.472

Its total charge is 0. For the energy relative to the best compared isomer or geometry (same formula, charge and spin), the calculation gives 6.209 eV. As for the strongest force on any atom: 2.6 eV/A. The value obtained for the gap between HOMO and LUMO is 8.18 eV.


(4)
The following is a DFT calculation (wB97M-V/def2-TZVPD) of a 2-piece molecular cluster, C6H15N overall.

Each line ends with the Mulliken charge.
Geometry (Å):
C (0.601, 0.966, 2.296)  -0.727
N (0.983, 1.517, 1.028)  -0.561
C (0.321, 0.805, 0.006)  0.897
C (1.013, -0.528, -0.377)  -0.751
C (0.046, -1.530, -1.011)  -0.633
C (-1.481, -1.168, -0.846)  -0.611
C (-0.077, 1.714, -1.161)  -1.604
H (0.847, -0.121, 2.273)  0.216
H (-0.448, 1.056, 2.519)  0.260
H (1.209, 1.372, 3.106)  0.321
H (-0.666, 0.551, 0.432)  0.313
H (-0.994, -1.442, 1.611)  0.347
H (1.911, -0.369, -0.979)  0.362
H (1.469, -0.974, 0.511)  0.308
H (0.241, -1.543, -2.091)  0.409
H (0.196, -2.532, -0.610)  0.417
H (-2.002, -2.070, -1.158)  0.379
H (-1.724, -0.334, -1.488)  0.319
H (-1.085, -1.312, 0.322)  -0.750
H (-0.462, 1.241, -2.063)  0.345
H (0.852, 2.200, -1.489)  0.432
H (-0.752, 2.502, -0.833)  0.312

Cartesian forces (eV/Å) of the 2 atoms listed first:
C 1.259 0.949 -0.327
N 0.245 -1.268 0.377

Its total charge is 0. For the energy relative to the best compared isomer or geometry (same formula, charge and spin), the calculation gives 8.816 eV. As for the strongest force on any atom: 3.7 eV/A. The value obtained for the gap between HOMO and LUMO is 4.56 eV.


(5)
The following is a DFT calculation (wB97M-V/def2-TZVPD) of a 2-piece molecular cluster, C6H15N overall.

Each line ends with the Mulliken charge.
Geometry (Å):
C (-1.256, -2.180, -0.224)  -0.937
N (-0.046, -1.720, -0.771)  -0.474
C (0.411, -0.570, -0.148)  0.194
C (-0.085, 0.874, -0.913)  -1.160
C (-0.180, 2.119, -0.012)  -0.279
C (-0.507, 1.839, 1.526)  -1.056
C (1.975, -0.556, 0.093)  -1.333
H (-2.064, -1.969, -0.981)  0.390
H (-1.682, -1.717, 0.685)  0.353
H (-1.224, -3.321, -0.164)  0.316
H (0.023, -0.430, 0.919)  0.463
H (-1.783, 0.013, 0.318)  0.040
H (0.618, 0.956, -1.685)  0.429
H (-0.970, 0.386, -1.219)  0.632
H (0.764, 2.640, 0.057)  0.322
H (-0.963, 2.895, -0.332)  0.329
H (-0.719, 2.737, 2.081)  0.387
H (0.302, 1.340, 1.974)  0.283
H (-1.276, 0.955, 1.456)  0.146
H (2.415, 0.442, 0.471)  0.266
H (2.398, -0.680, -0.930)  0.374
H (2.335, -1.359, 0.814)  0.315

Cartesian forces (eV/Å) of the 2 atoms listed first:
C -0.318 -0.782 -0.310
N -0.385 1.158 -0.398

Its total charge is 0. For the energy relative to the best compared isomer or geometry (same formula, charge and spin), the calculation gives 8.865 eV. As for the strongest force on any atom: 4.7 eV/A. The value obtained for the gap between HOMO and LUMO is 5.02 eV.


(6)
The following is a DFT calculation (wB97M-V/def2-TZVPD) of C6H15N as an isolated structure.

Each line ends with the Mulliken charge.
Geometry (Å):
C (-2.249, -0.752, 3.528)  -0.919
N (-0.918, 0.338, 0.677)  -0.704
C (-0.106, 0.006, -0.303)  0.489
C (1.049, 0.905, -0.723)  0.814
C (2.337, 0.097, -0.855)  -1.459
C (0.595, 1.600, -2.009)  -1.453
C (-0.562, -1.059, -1.299)  -1.289
H (-2.338, -0.658, 2.445)  0.180
H (-3.053, -0.158, 3.944)  0.250
H (-2.439, -1.773, 3.891)  0.279
H (-1.270, -0.566, 3.969)  0.214
H (0.069, -0.568, 0.788)  0.155
H (1.237, 1.642, 0.060)  0.215
H (2.690, -0.241, 0.145)  0.357
H (2.376, -0.782, -1.502)  0.339
H (3.187, 0.642, -1.292)  0.378
H (0.321, 0.941, -2.822)  0.381
H (1.460, 2.212, -2.317)  0.385
H (-0.168, 2.338, -1.757)  0.352
H (-0.977, -0.666, -2.238)  0.350
H (0.120, -1.883, -1.556)  0.307
H (-1.359, -1.615, -0.775)  0.379

Cartesian forces (eV/Å) of the 2 atoms listed first:
C -0.454 -1.053 0.471
N 0.946 -0.772 0.464

Its total charge is 0. For the energy relative to the best compared isomer or geometry (same formula, charge and spin), the calculation gives 4.428 eV. As for the strongest force on any atom: 1.9 eV/A. The value obtained for the gap between HOMO and LUMO is 8.72 eV.


(7)
The following is a DFT calculation (wB97M-V/def2-TZVPD) of one molecule with the formula C6H15N.

Each line ends with the Mulliken charge.
Geometry (Å):
C (0.677, 1.830, -2.170)  -1.125
C (0.964, 1.937, -0.688)  -0.707
C (-0.017, 1.159, 0.198)  -0.514
C (0.013, -0.353, -0.117)  -0.664
N (-0.039, -1.196, 1.061)  -0.141
C (0.018, -2.602, 0.702)  -1.009
C (-1.229, -0.940, 1.843)  -1.008
H (1.393, 2.395, -2.771)  0.354
H (-0.334, 2.143, -2.421)  0.299
H (0.754, 0.804, -2.564)  0.293
H (1.982, 1.591, -0.461)  0.329
H (0.936, 2.988, -0.402)  0.368
H (0.268, 1.328, 1.235)  0.411
H (-1.017, 1.550, -0.022)  0.298
H (0.964, -0.536, -0.631)  0.505
H (-0.800, -0.612, -0.815)  0.282
H (-0.825, -2.909, 0.065)  0.371
H (0.928, -2.795, 0.127)  0.318
H (0.038, -3.200, 1.613)  0.334
H (-2.149, -1.015, 1.242)  0.345
H (-1.293, -1.620, 2.689)  0.365
H (-1.231, 0.054, 2.285)  0.297

Cartesian forces (eV/Å) of the 2 atoms listed first:
C 0.187 -0.609 -0.663
C 0.124 -0.120 0.296

As for the SMILES: CCCCN(C)C. Its total charge is 0. For the energy relative to the best compared isomer or geometry (same formula, charge and spin), the calculation gives 0.786 eV. As for the strongest force on any atom: 0.9 eV/A. The value obtained for the gap between HOMO and LUMO is 9.71 eV.


(8)
The following is a DFT calculation (wB97M-V/def2-TZVPD) of a 2-piece molecular cluster, C6H15N overall.

Each line ends with the Mulliken charge.
Geometry (Å):
C (-2.469, 0.475, 2.628)  -0.775
C (-2.306, 1.378, 1.675)  0.087
C (-2.475, 1.091, 0.212)  -0.731
H (-2.317, 0.709, 3.671)  0.254
H (-2.784, -0.531, 2.371)  0.247
H (-1.990, 2.378, 1.955)  0.311
H (-1.549, 0.737, -0.242)  -0.055
H (-3.239, 0.326, 0.065)  0.318
H (-2.807, 1.974, -0.336)  0.315
C (2.613, -0.864, -2.413)  -1.188
C (2.235, -0.246, -1.071)  -0.364
C (1.067, -0.963, -0.419)  -0.409
N (0.829, -0.458, 0.939)  -0.673
H (1.805, -0.786, -3.141)  0.329
H (2.847, -1.925, -2.288)  0.311
H (3.502, -0.394, -2.830)  0.337
H (3.096, -0.263, -0.399)  0.310
H (1.970, 0.804, -1.214)  0.254
H (1.264, -2.034, -0.348)  0.413
H (0.194, -0.848, -1.076)  0.217
H (0.114, -1.023, 1.389)  0.251
H (0.399, 0.461, 0.872)  0.241

Cartesian forces (eV/Å) of the 2 atoms listed first:
C -0.138 -0.056 -0.082
C 0.232 0.051 -0.039

As for the SMILES: C=CC.CCCN. Its total charge is 0. For the energy relative to the best compared isomer or geometry (same formula, charge and spin), the calculation gives 1.183 eV. As for the strongest force on any atom: 0.4 eV/A. The value obtained for the gap between HOMO and LUMO is 10.39 eV.


(9)
The following is a DFT calculation (wB97M-V/def2-TZVPD) of a 2-piece molecular cluster, C6H15N2 overall.

Each line ends with the Mulliken charge.
Geometry (Å):
C (0.413, 0.622, 1.496)  -0.916
C (-0.276, 1.612, 0.580)  0.204
C (-1.769, 1.684, 0.742)  -0.133
C (-2.424, 2.735, 1.223)  -0.746
H (-0.029, -0.371, 1.389)  0.156
H (1.490, 0.584, 1.347)  0.253
H (0.227, 0.893, 2.535)  0.410
H (-0.131, 1.365, -0.489)  -0.381
H (0.147, 2.616, 0.670)  0.361
H (-2.319, 0.800, 0.432)  0.260
H (-3.499, 2.708, 1.316)  0.262
H (-1.911, 3.652, 1.485)  0.268
C (1.441, -1.400, -1.290)  -0.290
C (0.726, -2.401, -0.768)  -0.204
N (1.040, -3.135, 0.344)  -0.450
N (0.860, -0.692, -2.440)  -0.224
H (2.232, -0.883, -0.772)  0.348
H (-0.163, -2.714, -1.309)  0.228
H (0.216, -3.519, 0.783)  0.285
H (1.631, -2.641, 0.998)  0.275
H (1.553, -0.421, -3.143)  0.399
H (0.376, 0.186, -2.220)  0.258
H (0.169, -1.279, -2.911)  0.377

Cartesian forces (eV/Å) of the 2 atoms listed first:
C -0.347 -0.144 0.352
C -0.300 0.486 -0.839

Its total charge is +1. For the energy relative to the best compared isomer or geometry (same formula, charge and spin), the calculation gives 2.438 eV. As for the strongest force on any atom: 1.0 eV/A. The value obtained for the gap between HOMO and LUMO is 8.94 eV.


(10)
The following is a DFT calculation (wB97M-V/def2-TZVPD) of a 2-piece molecular cluster, C6H15N2 overall.

Each line ends with the Mulliken charge.
Geometry (Å):
C (2.723, 0.590, 0.104)  -0.450
C (1.996, -0.149, 1.200)  -0.213
C (0.495, 0.309, 1.158)  -0.620
C (-0.480, -0.777, 0.337)  -0.535
N (-3.994, 0.715, -0.319)  -0.492
C (-2.674, 0.250, -0.583)  0.166
C (-1.991, -0.357, 0.481)  -0.663
N (2.081, -0.514, -2.199)  -0.538
H (2.602, -0.071, -1.248)  0.139
H (2.354, 1.701, 0.051)  0.390
H (3.852, 0.898, 0.176)  0.410
H (2.240, 0.211, 2.270)  0.295
H (-0.127, 0.334, 2.191)  0.379
H (0.082, 1.417, 0.754)  0.294
H (-0.460, -1.681, 0.882)  0.516
H (-0.039, -0.762, -0.707)  0.160
H (-4.470, 0.629, 0.611)  0.242
H (-4.739, 0.588, -1.052)  0.250
H (-2.207, 0.505, -1.617)  0.271
H (-2.682, -0.674, 1.319)  0.219
H (2.093, -0.378, -3.151)  0.166
H (1.513, -1.340, 1.245)  0.349
H (1.832, -1.444, -1.901)  0.265

Cartesian forces (eV/Å) of the 2 atoms listed first:
C 2.058 3.731 4.053
C -4.750 -1.038 -0.568

Its total charge is +1. For the energy relative to the best compared isomer or geometry (same formula, charge and spin), the calculation gives 10.320 eV. As for the strongest force on any atom: 5.9 eV/A. The value obtained for the gap between HOMO and LUMO is 3.22 eV.